Record 1
Density functional theory data (wB97M-V/def2-TZVPD) for a 10-piece molecular cluster, C38H74N4O9 overall.

Orbital gap: 9.60 eV
Strongest force on any atom: 1.785 eV/Å
ΔE to the lowest compared entry with this formula, charge and spin: 0.000 eV

```
! RIJCOSX wB97M-V def2-TZVPD def2/J DEFGRID3
* xyz 0 1
C 1.50 -4.90 -1.77
N 1.72 -4.17 -3.02
C 1.04 -3.09 -3.44
C 1.22 -2.72 -4.89
O 0.26 -2.50 -2.71
H 1.84 -5.92 -1.88
H 0.43 -4.84 -1.56
H 2.07 -4.45 -0.95
H 2.36 -4.61 -3.65
H 0.28 -2.40 -5.32
H 1.61 -3.58 -5.44
H 1.94 -1.90 -4.96
C -2.30 -1.08 -0.31
N -0.92 -0.89 -0.65
C -0.10 0.00 -0.07
C 1.30 0.12 -0.64
O -0.45 0.62 0.93
H -2.80 -0.11 -0.25
H -2.47 -1.50 0.68
H -2.81 -1.71 -1.04
H -0.60 -1.47 -1.43
H 1.59 1.17 -0.72
H 1.39 -0.41 -1.58
H 2.00 -0.30 0.08
C -3.95 1.47 -4.90
N -3.09 0.57 -5.66
C -2.43 -0.54 -5.25
C -2.27 -0.81 -3.77
O -2.00 -1.33 -6.08
H -3.35 2.21 -4.38
H -4.57 0.92 -4.19
H -4.67 1.98 -5.55
H -3.21 0.65 -6.66
H -2.26 -1.89 -3.63
H -3.16 -0.48 -3.22
H -1.40 -0.26 -3.42
C 3.61 5.71 -1.48
C 2.60 5.29 -0.63
C 2.04 4.04 -0.87
N 2.39 3.24 -1.86
C 3.38 3.64 -2.67
C 4.01 4.87 -2.51
H 4.10 6.64 -1.23
H 2.25 5.91 0.18
H 1.22 3.75 -0.22
H 3.59 2.94 -3.47
H 4.87 5.11 -3.13
C 2.73 -3.88 2.28
C 1.75 -2.75 2.49
C 0.52 -3.31 1.75
O 0.52 -4.70 2.04
C 1.83 -5.14 2.32
H 3.54 -3.97 3.01
H 3.24 -3.71 1.33
H 2.02 -1.81 2.00
H 1.47 -2.55 3.53
H 0.67 -3.15 0.67
H -0.39 -2.75 1.95
H 2.25 -5.87 1.62
H 1.88 -5.53 3.34
C 5.31 -0.21 -2.45
C 4.46 -1.44 -2.69
C 4.39 -2.13 -1.32
O 4.66 -1.12 -0.37
C 5.46 -0.08 -0.92
H 4.83 0.70 -2.83
H 6.29 -0.25 -2.93
H 4.95 -2.10 -3.42
H 3.47 -1.25 -3.09
H 5.17 -2.91 -1.27
H 3.50 -2.71 -1.08
H 6.51 -0.13 -0.63
H 5.09 0.89 -0.58
C 3.49 1.63 2.00
C 2.30 1.40 2.91
C 1.51 2.66 2.64
O 2.53 3.68 2.72
C 3.73 3.14 2.14
H 3.33 1.24 1.00
H 4.39 1.14 2.40
H 2.61 1.44 3.96
H 1.72 0.49 2.78
H 0.75 2.88 3.40
H 1.03 2.67 1.66
H 4.58 3.27 2.80
H 3.87 3.64 1.18
C -2.56 1.24 3.75
C -1.50 1.12 4.83
C -1.57 2.44 5.59
O -2.30 3.35 4.76
C -2.46 2.73 3.48
H -3.57 0.99 4.11
H -2.39 0.56 2.91
H -0.52 1.04 4.35
H -1.59 0.26 5.50
H -0.59 2.86 5.83
H -2.06 2.28 6.55
H -1.65 3.02 2.79
H -3.38 3.14 3.06
C -1.87 2.90 -1.33
C -2.89 2.97 -0.20
C -4.19 2.89 -1.02
O -3.83 3.41 -2.33
C -2.45 3.86 -2.31
H -1.78 1.90 -1.76
H -0.85 3.11 -0.99
H -2.87 3.93 0.33
H -2.74 2.16 0.52
H -4.94 3.59 -0.65
H -4.57 1.89 -1.18
H -2.48 4.90 -1.97
H -2.00 3.79 -3.30
C -4.99 -3.87 3.09
C -5.96 -2.93 3.85
C -5.14 -1.65 3.84
O -4.53 -1.59 2.56
C -4.35 -2.93 2.08
H -5.50 -4.72 2.63
H -4.26 -4.37 3.72
H -6.19 -3.29 4.85
H -6.88 -2.78 3.30
H -4.41 -1.59 4.66
H -5.82 -0.79 3.91
H -3.28 -3.11 1.96
H -4.83 -3.05 1.11
*
```

Mulliken population analysis, charges in e, atoms 1 to 4: -0.78 -0.08 0.65 -1.18


Record 2
Density functional theory data (wB97M-V/def2-TZVPD) for C38H76AgN4O10Zn2 as an isolated structure.

Orbital gap: 5.35 eV
Strongest force on any atom: 14.130 eV/Å

```
! RIJCOSX wB97M-V def2-TZVPD def2/J DEFGRID3
* xyz 1 1
Zn -0.25 0.02 2.32
Zn -1.79 -0.36 -0.31
Ag 0.79 -2.78 0.11
C 0.64 0.46 0.12
O -0.37 1.03 0.46
O 1.30 0.28 1.13
O 0.15 -0.53 -0.44
C -1.90 -1.88 1.74
O -0.77 -1.93 2.16
O -2.04 -2.27 0.56
O -2.11 -0.66 1.74
C 5.76 -2.09 -0.51
C 4.22 -2.41 -0.62
C 4.17 -3.66 -1.52
C 4.45 -5.00 -0.81
C 3.49 -5.14 0.32
C 3.63 -3.93 1.31
N 3.44 -2.62 0.66
O 3.67 -1.49 1.52
C 2.53 -4.05 2.35
C 5.01 -3.95 2.06
C 3.57 -1.24 -1.42
H 6.48 -2.89 -0.64
H 6.01 -1.70 0.48
H 6.00 -1.24 -1.15
H 3.16 -3.65 -1.92
H 4.86 -3.71 -2.36
H 5.48 -5.06 -0.45
H 4.28 -5.88 -1.44
H 3.75 -6.02 0.90
H 2.47 -5.34 -0.01
H 1.66 -3.62 1.85
H 2.45 -5.10 2.66
H 2.52 -3.41 3.23
H 5.81 -4.05 1.32
H 5.17 -3.12 2.74
H 5.12 -4.77 2.76
H 2.60 -1.62 -1.74
H 4.12 -1.04 -2.33
H 3.50 -0.26 -0.96
H 3.07 -0.88 1.10
C -0.42 3.40 5.39
C 0.01 2.64 4.13
C 1.32 3.31 3.41
C 2.77 2.84 4.03
C 2.78 1.33 4.24
C 1.40 0.65 4.78
N 0.27 1.20 4.14
O -0.83 0.39 4.33
C 1.63 -0.80 4.31
C 1.49 0.75 6.40
C -1.08 2.98 3.09
H -1.38 3.14 5.84
H -0.51 4.48 5.29
H 0.27 3.43 6.24
H 1.33 3.28 2.33
H 1.26 4.37 3.69
H 2.82 3.36 4.99
H 3.66 3.11 3.46
H 3.61 1.00 4.85
H 3.12 0.92 3.28
H 1.00 -1.55 4.80
H 1.61 -1.00 3.23
H 2.61 -1.17 4.62
H 2.40 0.23 6.71
H 1.52 1.75 6.83
H 0.57 0.38 6.85
H -1.36 4.03 3.17
H -1.96 2.34 3.15
H -0.60 2.76 2.13
H -1.12 0.53 5.24
C -0.46 0.54 -3.94
C 0.59 0.26 -5.11
C 1.94 0.53 -4.46
C 2.98 -0.11 -5.44
C 2.92 -1.59 -5.46
C 1.55 -1.93 -6.09
N 0.40 -1.15 -5.51
O -0.83 -1.46 -6.12
C 1.54 -1.70 -7.64
C 1.35 -3.40 -5.78
C 0.27 1.17 -6.34
H -0.63 1.59 -3.71
H -0.16 -0.05 -3.07
H -1.47 0.21 -4.21
H 2.21 1.58 -4.36
H 1.92 0.17 -3.43
H 3.96 0.29 -5.17
H 2.99 0.23 -6.47
H 3.01 -2.02 -4.46
H 3.69 -2.09 -6.05
H 2.42 -2.06 -8.17
H 0.65 -2.13 -8.11
H 1.41 -0.69 -8.01
H 1.40 -3.56 -4.70
H 0.43 -3.87 -6.13
H 2.18 -3.94 -6.22
H 0.86 1.03 -7.24
H 0.35 2.23 -6.10
H -0.77 1.04 -6.64
H -0.59 -1.25 -7.02
C -5.07 4.69 0.33
C -4.86 3.21 0.70
C -5.15 2.88 2.23
C -6.58 2.70 2.71
C -7.07 1.57 1.85
C -7.02 1.82 0.26
N -5.70 2.32 -0.11
O -5.39 2.24 -1.53
C -7.24 0.46 -0.42
C -8.19 2.76 -0.22
C -3.45 2.83 0.31
H -4.80 4.99 -0.68
H -6.04 5.13 0.55
H -4.44 5.38 0.88
H -4.54 2.05 2.59
H -4.79 3.73 2.82
H -6.61 2.47 3.77
H -7.14 3.64 2.66
H -8.12 1.46 2.11
H -6.72 0.57 2.11
H -6.67 -0.41 -0.08
H -7.13 0.50 -1.51
H -8.26 0.10 -0.34
H -9.16 2.32 0.00
H -8.11 2.86 -1.30
H -8.11 3.72 0.28
H -3.13 1.81 0.54
H -3.16 2.85 -0.74
H -2.89 3.54 0.92
H -4.89 1.42 -1.48
*
```

Mulliken population analysis, charges in e, atoms 1 to 4: 2.00 0.87 0.36 1.02


LUMO in eV, matching the order above: 0.51, -4.42
E_HOMO in eV, matching the order above: -9.09, -9.77
Molecular weight in g/mol, matching the order above: 731.029, 987.692